42
Properties=species:S:1:pos:R:3:forces:R:3 method="wB97M-V/def2-TZVPD" de_lowest_ev=4.794 homo_ev=-7.06
C 5.615368 2.848195 -0.525894 -0.133 -0.362 -0.085
O 5.247581 1.459203 -0.420865 -0.861 0.048 -0.341
C 3.957627 1.078171 -0.601554 -0.164 -0.022 0.286
C 3.681190 -0.284208 -0.308921 0.303 0.604 -0.029
C 2.384433 -0.704841 -0.177452 -0.435 -0.031 -0.189
C 1.279968 0.155970 -0.475432 0.695 0.509 -0.261
C -0.033635 -0.314176 -0.244947 0.010 -0.247 -0.126
C -1.238012 0.426807 -0.222476 -0.426 0.652 0.287
C -2.471914 -0.272413 -0.411605 -0.071 0.094 0.206
C -3.660846 0.423877 -0.437687 0.528 0.941 -0.021
C -3.645558 1.837575 -0.302736 -0.083 -0.378 -0.414
O -4.857207 2.424267 -0.489468 0.592 -1.166 0.181
C -5.829222 1.336998 -0.767654 -0.098 0.485 -0.052
C -5.078577 0.003441 -0.677349 -0.225 -0.414 0.095
C -2.459260 2.546741 -0.047587 -0.763 0.120 -0.030
C -1.284394 1.839905 0.030867 0.252 -0.612 -0.348
C 1.596657 1.439681 -1.020697 0.019 -0.163 0.483
C 2.895345 1.925531 -1.017438 0.409 -0.135 0.101
H 6.694729 2.840551 -0.368476 -0.197 0.151 -0.064
H 5.379745 3.242538 -1.523061 0.078 -0.066 0.239
H 5.127830 3.448283 0.254358 0.038 -0.194 -0.205
H 4.526696 -0.945926 -0.137565 -0.215 0.125 0.178
H 2.162022 -1.704226 0.192271 -0.015 0.173 0.003
H -0.123407 -1.377534 -0.014732 -0.050 -0.021 -0.026
H -2.461276 -1.356962 -0.544323 0.098 0.271 0.098
H -6.633566 1.423529 -0.027991 0.270 0.064 -0.191
H -6.243319 1.508155 -1.768896 0.167 0.137 0.285
H -5.178071 -0.580679 -1.597433 -0.013 0.073 0.160
H -5.476249 -0.597712 0.149360 0.197 0.024 -0.176
H -2.514163 3.625157 0.067229 0.141 -0.169 0.125
H -0.362940 2.358448 0.295044 -0.317 -0.155 -0.044
H 0.799701 2.059678 -1.432804 0.275 -0.157 0.152
H 3.097439 2.957067 -1.317938 -0.086 -0.444 -0.013
C 1.418233 -4.517803 1.351972 0.044 -0.413 0.010
S -0.123969 -3.849396 1.940396 0.096 1.143 0.128
N 0.178772 -2.292378 1.883074 -0.203 0.067 0.449
O -1.110165 -4.224596 0.932593 0.104 -0.227 0.092
O -0.322307 -4.356179 3.295621 -0.037 0.044 -0.511
H 1.290582 -5.596648 1.245438 0.110 0.065 -0.040
H 1.645370 -4.066494 0.385143 -0.063 -0.079 0.045
H 2.205452 -4.288718 2.071760 -0.145 -0.024 -0.047
H -0.076665 -1.878880 2.787869 0.176 -0.312 -0.392

8
Properties=species:S:1:pos:R:3:forces:R:3 method="wB97M-V/def2-TZVPD" de_lowest_ev=1.291 homo_ev=-9.96 smiles=CC(F)(F)I
C 0.111445 0.053015 -0.060890 1.008 -2.475 -2.317
C 0.843269 -0.233217 -1.770869 -3.534 0.665 3.063
F 2.059182 0.206321 -1.677233 1.315 -0.071 -0.371
F 0.183494 0.584401 -2.682944 0.726 -1.441 0.995
I 0.728803 -2.433497 -2.358181 0.104 1.681 0.287
H -0.995221 -0.068821 -0.077199 0.941 0.475 -0.248
H 0.528544 -0.730166 0.635274 -0.313 0.528 -1.093
H 0.524361 0.983561 0.286451 -0.247 0.638 -0.315

83
Properties=species:S:1:pos:R:3:forces:R:3 method="wB97M-V/def2-TZVPD" de_lowest_ev=2.046 homo_ev=-7.28
Sr -3.043874 1.360845 -1.094753 -0.371 0.199 0.111
C -1.656576 6.385314 0.329382 0.747 -0.780 0.606
C -0.579624 5.585956 0.368298 -1.166 0.287 -0.713
C 0.274035 5.138234 1.508056 0.275 -1.594 0.115
C -0.168478 3.715904 2.067715 1.141 0.827 0.021
C -1.447937 3.716626 2.812526 -1.351 -0.149 -0.194
C -2.355169 4.715981 2.767962 0.202 0.200 2.051
C -2.094387 6.237813 2.853708 -0.026 -0.025 -0.504
C -2.340787 6.947780 1.528923 0.067 0.820 -0.081
C -5.103090 0.767626 0.268098 -0.060 -0.343 0.386
H -2.109567 6.643184 -0.619669 0.043 -0.289 -0.091
H -0.394976 5.052548 -0.563579 0.443 0.306 -0.105
H 0.327529 5.858454 2.340084 0.337 -0.453 -0.623
H 1.272893 4.941827 1.061212 -0.307 0.483 0.568
H -0.271913 2.985392 1.237004 -0.067 0.484 0.103
H 0.652687 3.281461 2.654086 -0.029 0.218 0.099
H -1.720027 2.738217 3.284256 -0.175 0.711 -0.938
H -3.396297 4.493099 3.034271 0.428 -0.175 0.149
H -1.092228 6.506926 3.211074 -0.407 -0.449 0.071
H -2.794156 6.688439 3.597120 0.388 -0.594 -0.434
H -3.427223 6.989433 1.385720 0.211 0.100 -0.352
H -1.956894 7.972954 1.574331 -0.465 0.277 0.381
H -6.023787 0.748811 -0.359236 0.549 -0.053 0.147
H -5.409689 1.336464 1.188720 0.523 -0.529 -0.708
H -4.888400 -0.294089 0.556650 -0.425 0.448 0.123
P 1.619553 -2.306226 -2.296132 0.393 -1.043 -0.511
P 0.494419 -3.944717 0.314116 0.526 -0.813 0.397
C 2.600690 -2.510342 -0.783722 0.014 -0.446 1.320
C 2.155941 -3.206922 0.285322 0.619 0.310 -1.022
C 2.978743 -2.868975 -3.487282 -0.386 0.396 0.054
C 4.348529 -2.753255 -3.193844 -0.069 -0.279 -0.451
C 5.305038 -3.243728 -4.086547 -0.083 0.013 -0.079
C 4.926460 -3.804799 -5.308922 -0.530 0.174 0.147
C 3.557061 -3.923440 -5.600721 0.170 -0.024 0.027
C 2.583163 -3.489010 -4.691752 0.433 0.159 0.241
C 1.538547 -0.493905 -2.382249 0.308 0.437 -0.055
C 0.689176 0.175152 -1.475812 0.014 0.106 -0.347
C 0.568870 1.562900 -1.521317 0.254 0.083 -0.037
C 1.333852 2.298685 -2.441678 0.007 -0.043 0.061
C 2.180174 1.633748 -3.334485 -0.204 0.117 0.075
C 2.270158 0.238383 -3.318913 -0.329 0.374 0.202
C 1.103370 -5.613045 0.935541 0.252 -0.037 0.068
C 1.949760 -6.387881 0.111489 -0.111 -0.128 0.385
C 2.449324 -7.615077 0.567858 -0.062 0.013 0.252
C 2.143049 -8.079364 1.858026 -0.207 0.319 -0.129
C 1.337015 -7.290708 2.686307 0.059 -0.075 -0.154
C 0.819770 -6.072917 2.229472 0.223 -0.092 -0.079
C -0.061868 -3.226159 1.890461 -0.637 0.186 0.122
C -1.442901 -3.347423 2.138333 0.443 0.056 0.353
C -1.979935 -2.873584 3.332509 0.005 0.084 0.106
C -1.157164 -2.238105 4.272683 -0.038 -0.056 -0.301
C 0.208991 -2.105262 4.018068 -0.027 0.041 -0.138
C 0.758621 -2.588188 2.826136 -0.397 -0.122 0.332
H 3.621186 -2.113480 -0.763230 -0.390 -0.023 0.129
H 2.816683 -3.443138 1.136060 -0.184 0.315 -0.489
H 4.703921 -2.305279 -2.266830 -0.153 -0.096 -0.351
H 6.357515 -3.182784 -3.815181 -0.179 0.050 -0.122
H 5.683708 -4.127949 -6.032816 -0.375 0.049 0.365
H 3.247999 -4.371286 -6.547726 0.071 0.118 0.300
H 1.516766 -3.639233 -4.908873 0.514 0.149 0.091
H 0.121966 -0.389833 -0.731279 0.214 -0.015 -0.140
H -0.067411 2.094660 -0.794678 0.379 -0.188 -0.342
H 1.281072 3.391763 -2.432271 -0.009 -0.421 -0.087
H 2.776513 2.201609 -4.053044 -0.229 -0.140 0.260
H 2.897748 -0.280112 -4.041367 -0.039 0.124 0.204
H 2.264663 -6.018819 -0.870619 -0.264 -0.131 0.281
H 3.100626 -8.220743 -0.069745 -0.242 0.303 0.154
H 2.531095 -9.040863 2.220210 -0.152 0.503 -0.230
H 1.112948 -7.614406 3.706464 0.076 0.078 -0.356
H 0.241070 -5.450032 2.916818 0.088 -0.304 -0.282
H -2.073612 -3.851458 1.401200 0.133 0.199 0.227
H -3.045995 -3.000273 3.527193 0.288 0.121 -0.018
H -1.590062 -1.822363 5.183880 0.147 -0.212 -0.220
H 0.861044 -1.618337 4.745480 -0.229 -0.111 -0.182
H 1.828801 -2.491496 2.660353 -0.273 0.036 0.036
F -4.621477 6.778561 -0.953910 0.143 -1.881 -1.061
C -4.615277 5.640889 -1.758351 0.216 1.291 0.251
F -5.834647 5.583605 -2.345362 1.424 -0.053 0.481
F -3.645416 5.819489 -2.703558 -1.138 -0.156 0.838
S -4.306258 4.014426 -0.817954 -0.357 0.251 -0.373
O -2.859162 3.845514 -0.472336 -1.642 -0.037 -0.509
O -5.220528 4.085347 0.293300 0.711 0.070 -0.899
O -4.615952 3.084985 -1.946737 0.309 0.473 1.017

70
Properties=species:S:1:pos:R:3:forces:R:3 method="wB97M-V/def2-TZVPD" de_lowest_ev=0.000 homo_ev=-10.39 total_charge=+1
Y -0.025617 1.025170 0.430126 0.688 -0.181 -0.002
C -3.584035 -0.397377 -2.368637 0.715 0.164 -0.645
C -2.885840 0.291531 -1.364867 1.237 -0.504 0.394
N -1.564893 0.565648 -1.445091 -1.428 1.025 -0.474
C -0.991529 0.550902 -2.679285 0.093 -0.539 0.462
C -1.622053 -0.068573 -3.764670 -0.358 -0.262 0.426
C -2.908689 -0.623617 -3.560846 -0.085 0.491 0.446
C -0.929144 -0.184427 -4.994112 1.210 0.501 -0.786
C 0.305297 0.398154 -5.156041 -0.968 -0.226 -0.393
C 0.912695 1.164784 -4.123541 -0.436 0.139 1.031
C 2.112094 1.889451 -4.272752 0.711 0.316 0.427
C 2.694708 2.565488 -3.200140 -1.406 -0.621 -0.278
C 1.997303 2.495983 -1.960930 0.370 -0.668 -0.280
N 0.910418 1.741115 -1.775025 -0.277 0.952 -0.203
C 0.292742 1.181774 -2.852853 0.968 -0.353 -0.152
H -4.591023 -0.763757 -2.208951 0.074 0.215 -0.003
H -3.330794 0.593423 -0.418318 -0.062 -0.469 -0.186
H -3.364496 -1.146431 -4.390201 -0.119 -0.137 0.077
H -1.400234 -0.710009 -5.821500 0.132 0.028 0.166
H 0.840943 0.331934 -6.093195 -0.123 -0.094 -0.118
H 2.581006 1.911863 -5.254079 0.020 -0.059 0.166
H 3.630208 3.108306 -3.317946 -0.349 -0.023 0.162
H 2.358661 3.023703 -1.081674 0.055 -0.194 -0.066
C 3.940112 -2.642870 0.414844 0.308 -0.052 0.190
Si 2.822088 -1.223007 -0.123287 -0.146 0.176 0.193
C 3.832067 0.364112 0.268997 0.341 -0.059 -0.249
C 2.635381 -1.462582 -2.024707 0.383 0.131 0.076
C 1.145573 -1.064174 0.758378 -0.370 -0.551 -0.531
Si -0.070108 -2.517372 0.650646 0.827 -0.729 -0.172
C 0.507983 -4.152438 1.453583 -0.078 0.005 0.349
C -0.556821 -3.044388 -1.133913 -0.169 0.089 0.338
C -1.661188 -2.155090 1.607286 -0.999 -0.278 0.201
H 4.929840 -2.537992 -0.075786 -0.458 -0.023 0.182
H 3.527214 -3.607145 0.108226 0.014 -0.005 0.010
H 4.125038 -2.694372 1.503758 -0.156 0.131 -0.429
H 4.437391 0.697385 -0.599972 -0.340 -0.149 0.335
H 4.566467 0.182097 1.081871 -0.526 0.034 -0.328
H 3.206582 1.210994 0.584690 0.147 -0.084 -0.027
H 3.499764 -0.985111 -2.552412 -0.656 -0.352 0.348
H 1.704839 -1.038649 -2.419263 0.154 0.003 0.006
H 2.633328 -2.535738 -2.294516 0.031 0.445 0.187
H 1.353642 -0.967998 1.846528 0.045 0.053 -0.266
H 1.269655 -4.676758 0.855501 -0.168 0.228 0.177
H -0.360418 -4.846181 1.552493 0.529 0.451 -0.042
H 0.929268 -3.984537 2.471466 -0.264 -0.137 -0.616
H 0.147000 -3.793898 -1.565063 -0.511 0.556 0.321
H -0.611986 -2.176039 -1.805844 0.008 -0.236 -0.020
H -1.577591 -3.487087 -1.064728 0.670 0.130 -0.199
H -1.459362 -2.054159 2.695820 -0.030 0.135 -0.579
H -2.393037 -3.014014 1.520186 0.805 0.809 -0.036
H -2.203564 -1.257337 1.245669 0.173 -0.291 0.272
C 0.122867 4.004448 3.419376 0.086 -0.260 0.011
S 1.075486 2.729385 2.593069 -0.145 -0.334 -0.907
O 2.401118 2.853235 3.136342 -0.814 -0.241 -0.622
O 0.423285 1.365918 2.740441 0.519 1.514 0.125
O 0.917777 3.004460 1.078489 0.422 -0.264 1.605
H 0.182937 3.760073 4.492781 -0.111 0.171 -0.445
H -0.915126 4.070664 3.060760 0.454 -0.170 0.081
H 0.670578 4.939065 3.218340 -0.268 -0.388 0.093
C -4.463662 2.009884 3.991444 -0.246 -0.180 -0.242
N -3.212474 1.312480 3.635909 -0.777 0.132 1.263
C -2.578524 0.418133 4.629478 0.332 -0.453 0.105
C -2.710101 1.415706 2.461599 2.211 -0.062 -2.957
N -2.119842 1.454500 1.428611 -2.076 0.007 2.655
H -4.404221 2.367895 5.026427 0.055 -0.174 -0.313
H -5.346964 1.356255 3.861886 0.490 0.237 0.157
H -4.558494 2.862659 3.325156 -0.150 0.098 0.051
H -2.721441 0.837480 5.651375 0.108 -0.214 -0.859
H -1.502073 0.357253 4.386062 -0.498 0.014 0.262
H -3.018007 -0.600184 4.576532 0.185 0.638 0.074

| no. | HOMO-LUMO gap (Eh) | energy (Eh) | lowest unoccupied orbital energy (eV) |
| --- | --- | --- | --- |
| 1 | 0.17925 | -1412.97543 | -2.18 |
| 2 | 0.35602 | -575.37920 | -0.27 |
| 3 | 0.24274 | -3030.80095 | -0.67 |
| 4 | 0.24917 | -2358.27754 | -3.61 |